# 1
80
Properties=species:S:1:pos:R:3 method="wB97M-V/def2-TZVPD" charge=+1 homo_lumo_gap_ev="5.41 / 5.63" multiplicity=5 energy_ev=-75099.7813 de_lowest_ev=0.000 molar_mass_g_mol=815.57
C -1.28 1.77 -0.54
C 0.05 1.75 -1.04
C 0.26 0.47 -1.71
H 0.72 2.60 -1.06
C -0.96 -0.34 -1.49
C -1.89 0.53 -0.78
H -2.93 0.28 -0.57
H -1.77 2.64 -0.10
H 0.99 0.26 -2.49
H -1.21 -1.25 -2.04
Ir 0.51 -0.63 0.05
Si 4.68 -5.90 -1.25
C 6.51 -5.51 -1.25
C 7.48 -6.46 -0.93
H 7.16 -7.45 -0.60
C 8.84 -6.15 -1.06
H 9.60 -6.90 -0.85
C 9.24 -4.88 -1.50
H 10.30 -4.63 -1.61
C 8.27 -3.92 -1.83
H 8.57 -2.93 -2.20
C 6.92 -4.25 -1.72
H 6.16 -3.53 -2.02
C 4.43 -7.07 -2.68
C 5.27 -6.96 -3.80
H 6.19 -6.38 -3.71
C 4.92 -7.53 -5.02
H 5.59 -7.41 -5.88
C 3.74 -8.26 -5.15
H 3.43 -8.64 -6.12
C 2.95 -8.48 -4.01
H 2.07 -9.11 -4.10
C 3.29 -7.91 -2.78
H 2.68 -8.07 -1.89
H 4.17 -4.62 -1.81
Si 2.08 -2.04 -0.81
C 1.35 -2.59 -2.49
C 2.03 -2.30 -3.67
H 2.97 -1.76 -3.66
C 1.50 -2.71 -4.90
H 2.02 -2.46 -5.83
C 0.32 -3.46 -4.95
H -0.08 -3.81 -5.89
C -0.32 -3.81 -3.75
H -1.22 -4.42 -3.75
C 0.21 -3.38 -2.52
H -0.28 -3.65 -1.58
C 3.75 -1.18 -1.16
C 3.68 0.09 -1.73
H 2.72 0.54 -1.93
C 4.82 0.84 -2.00
H 4.68 1.83 -2.43
C 6.09 0.31 -1.76
H 6.99 0.88 -2.01
C 6.18 -0.98 -1.22
H 7.16 -1.42 -1.05
C 5.02 -1.70 -0.89
H 5.13 -2.67 -0.42
H 3.95 -6.06 0.08
Cl 2.44 -3.66 0.39
C 2.10 2.51 2.52
C 1.41 2.36 3.73
C 0.40 1.41 3.79
C 0.19 0.56 2.70
N 0.96 0.65 1.57
C 1.83 1.68 1.44
C -0.85 -0.44 2.63
C -1.79 -0.68 3.64
C -2.80 -1.61 3.44
C -2.90 -2.20 2.17
C -1.96 -1.92 1.19
N -0.89 -1.13 1.45
H 2.91 3.22 2.40
H 1.65 2.99 4.58
H -0.29 1.33 4.63
H 2.33 1.80 0.47
H -1.71 -0.08 4.55
H -3.50 -1.87 4.23
H -3.66 -2.94 1.93
H -2.03 -2.36 0.19

# 2
96
Properties=species:S:1:pos:R:3 method="wB97M-V/def2-TZVPD" charge=+2 homo_lumo_gap_ev="6.69 / 6.41" multiplicity=3 energy_ev=-125422.7177 de_lowest_ev=0.111 molar_mass_g_mol=1330.30
Mo -1.34 -0.50 -0.30
I -1.41 1.77 4.31
C -1.13 -0.25 3.90
C -0.93 -1.16 4.96
C -0.78 -2.50 4.72
I -0.51 -3.78 6.34
C -0.84 -3.01 3.39
C -0.73 -4.36 3.01
C -0.82 -4.71 1.69
C -0.99 -3.71 0.72
N -1.10 -2.43 1.02
C -1.03 -2.08 2.35
C -1.17 -0.70 2.61
O -1.32 0.07 1.52
H -0.90 -0.79 5.97
H -0.58 -5.11 3.78
H -0.74 -5.74 1.38
H -1.03 -3.99 -0.32
C -4.65 2.05 -1.19
C -3.45 1.85 -2.13
P -1.83 1.80 -1.30
C -1.90 3.05 0.02
C -2.27 4.49 -0.37
C -0.64 2.21 -2.63
C -0.52 3.69 -3.01
H -4.71 3.07 -0.83
H -4.58 1.39 -0.33
H -5.57 1.83 -1.73
H -3.40 2.65 -2.87
H -3.55 0.91 -2.69
H -0.94 3.03 0.54
H -2.63 2.64 0.73
H -1.41 5.04 -0.74
H -2.64 5.01 0.52
H -3.05 4.54 -1.12
H -0.98 1.63 -3.48
H 0.34 1.82 -2.35
H -1.48 4.15 -3.21
H 0.09 3.78 -3.91
H -0.03 4.26 -2.22
N -4.32 -2.76 0.49
C -4.43 -1.60 -0.12
O -3.47 -0.81 -0.24
C -5.77 -1.23 -0.67
I -5.73 -1.48 -2.78
H -3.42 -3.07 0.84
H -5.11 -3.39 0.57
H -5.98 -0.18 -0.48
H -6.57 -1.85 -0.28
F -0.24 -2.67 -2.18
C -1.32 -2.03 -1.76
F -1.55 -0.96 -2.65
F -2.36 -2.86 -1.90
F 5.92 -1.81 -4.76
C 4.78 -1.20 -5.11
F 5.10 -0.02 -5.67
F 4.18 -1.94 -6.05
C 3.87 -0.99 -3.92
C 4.40 -0.96 -2.63
C 3.57 -0.73 -1.55
C 2.20 -0.52 -1.76
C 1.68 -0.55 -3.05
C 2.52 -0.78 -4.13
P 1.17 -0.13 -0.32
C 1.60 1.59 0.09
C 1.12 2.17 1.27
C 1.44 3.48 1.58
C 2.21 4.23 0.71
C 2.69 3.67 -0.46
C 2.39 2.35 -0.77
C 2.48 5.69 1.01
F 1.53 6.45 0.43
F 2.46 5.93 2.32
F 3.66 6.08 0.53
C 1.86 -1.18 1.00
C 2.14 -0.74 2.29
C 2.58 -1.64 3.26
C 2.77 -2.96 2.92
C 2.55 -3.41 1.62
C 2.09 -2.52 0.67
C 3.20 -3.97 3.96
F 2.21 -4.87 4.17
F 3.49 -3.41 5.13
F 4.27 -4.66 3.55
H 5.46 -1.13 -2.48
H 3.98 -0.71 -0.56
H 0.63 -0.40 -3.23
H 2.12 -0.81 -5.13
H 0.48 1.61 1.94
H 1.07 3.92 2.50
H 3.31 4.25 -1.13
H 2.79 1.92 -1.68
H 2.01 0.30 2.56
H 2.78 -1.29 4.26
H 2.74 -4.44 1.37
H 1.91 -2.87 -0.34

# 3
85
Properties=species:S:1:pos:R:3 method="wB97M-V/def2-TZVPD" charge=+3 homo_lumo_gap_ev="4.47 / 4.37" multiplicity=2 energy_ev=-96488.9758 de_lowest_ev=1.572 molar_mass_g_mol=1028.55
Pt -0.20 -0.03 0.73
C -2.53 4.66 -1.02
C -1.16 4.21 -1.44
C -0.51 4.92 -2.45
C 0.78 4.63 -2.84
C 1.49 3.60 -2.22
C 0.87 2.86 -1.24
C -0.45 3.14 -0.85
P -1.09 2.13 0.49
C -2.79 1.65 0.15
C -2.95 1.21 -1.17
C -4.13 0.63 -1.57
C -5.16 0.46 -0.64
C -5.01 0.91 0.66
C -3.84 1.53 1.09
C -3.81 2.09 2.48
C -0.63 2.91 2.06
C -0.19 4.21 2.09
C 0.40 4.73 3.25
C 0.61 3.92 4.37
C 0.19 2.62 4.37
C -0.48 2.07 3.23
C -1.00 0.80 3.29
H -2.56 5.74 -0.96
H -2.83 4.25 -0.06
H -3.28 4.37 -1.77
H -1.04 5.75 -2.91
H 1.26 5.21 -3.63
H 2.51 3.40 -2.50
H 1.40 2.06 -0.74
H -2.13 1.31 -1.88
H -4.25 0.28 -2.59
H -6.08 -0.02 -0.95
H -5.82 0.79 1.36
H -4.69 2.71 2.64
H -2.93 2.70 2.68
H -3.88 1.29 3.22
H -0.30 4.84 1.21
H 0.71 5.77 3.27
H 1.09 4.33 5.25
H 0.31 1.99 5.24
H -1.76 0.44 2.59
H -0.81 0.17 4.15
F -2.28 -1.28 0.59
P -2.05 -2.75 1.44
F -3.06 -3.45 0.49
F -0.80 -3.06 0.33
F -1.64 -4.04 2.23
F -0.86 -1.88 2.26
F -3.11 -2.26 2.49
S -0.18 -0.74 -1.64
Sb 1.45 -2.44 -1.25
C 1.35 -4.61 -1.35
C 0.56 -5.21 -2.31
C 0.51 -6.60 -2.32
C 1.25 -7.34 -1.41
C 2.06 -6.70 -0.47
C 2.13 -5.31 -0.44
C 1.88 -1.78 0.76
C 2.06 -0.39 0.98
C 2.24 0.07 2.30
C 2.19 -0.81 3.36
C 2.00 -2.17 3.13
C 1.81 -2.65 1.83
C 2.84 -1.75 -2.75
C 3.01 -0.39 -2.95
C 3.87 0.03 -3.95
C 4.53 -0.91 -4.74
C 4.33 -2.27 -4.54
C 3.47 -2.70 -3.53
H -0.02 -4.65 -3.02
H -0.10 -7.09 -3.06
H 1.20 -8.42 -1.42
H 2.65 -7.27 0.23
H 2.81 -4.83 0.25
H 2.38 0.24 0.15
H 2.45 1.12 2.47
H 2.33 -0.46 4.38
H 1.98 -2.87 3.96
H 1.60 -3.70 1.68
H 2.47 0.34 -2.37
H 4.01 1.08 -4.13
H 5.19 -0.58 -5.53
H 4.82 -3.00 -5.16
H 3.32 -3.77 -3.38

# 4
84
Properties=species:S:1:pos:R:3 method="wB97M-V/def2-TZVPD" charge=+2 homo_lumo_gap_ev="4.56 / 4.81" multiplicity=3 energy_ev=-124136.1380 de_lowest_ev=1.069 molar_mass_g_mol=886.46
W -0.10 -0.15 0.23
C -0.90 -2.64 -2.55
C -1.23 -1.20 -2.65
N -0.90 -0.31 -1.72
C -1.34 0.92 -2.16
C -1.96 0.76 -3.38
N -1.87 -0.58 -3.66
C -2.62 1.67 -4.38
O -2.64 2.95 -4.12
O -3.08 1.16 -5.37
C -1.05 2.14 -1.33
O -1.38 3.24 -1.72
O -0.40 1.87 -0.25
H -0.30 -2.82 -1.65
H -0.34 -2.97 -3.43
H -1.81 -3.24 -2.51
H -2.26 -0.97 -4.51
H -2.21 3.23 -3.27
C 3.65 -1.50 0.05
C 3.25 -2.94 0.33
As 4.68 -4.23 -0.26
C 6.24 -3.24 0.45
C 6.90 -2.26 -0.28
C 7.99 -1.61 0.26
C 8.44 -1.94 1.53
C 7.78 -2.91 2.27
C 6.69 -3.56 1.72
C 4.78 -3.79 -2.16
C 3.68 -3.33 -2.88
C 3.80 -3.08 -4.23
C 5.00 -3.31 -4.89
C 6.08 -3.80 -4.18
C 5.97 -4.06 -2.83
P 2.30 -0.26 0.23
C 1.97 0.02 2.01
C 1.12 1.12 2.28
C 0.74 1.37 3.60
C 1.19 0.56 4.63
C 2.03 -0.51 4.36
C 2.40 -0.80 3.06
C 3.08 1.25 -0.35
C 4.16 1.81 0.34
C 4.79 2.92 -0.19
C 4.34 3.48 -1.38
C 3.25 2.93 -2.05
C 2.62 1.82 -1.53
H 3.97 -1.39 -1.00
H 4.48 -1.18 0.68
H 2.31 -3.19 -0.18
H 3.09 -3.11 1.39
H 6.56 -2.00 -1.28
H 8.50 -0.85 -0.32
H 9.32 -1.45 1.93
H 8.13 -3.17 3.25
H 6.19 -4.34 2.29
H 2.73 -3.16 -2.38
H 2.94 -2.71 -4.79
H 5.08 -3.13 -5.95
H 7.02 -4.00 -4.69
H 6.81 -4.46 -2.28
H 0.99 1.91 1.54
H 0.13 2.23 3.82
H 0.92 0.79 5.65
H 2.41 -1.11 5.17
H 3.04 -1.64 2.86
H 4.49 1.37 1.27
H 5.62 3.36 0.34
H 4.84 4.34 -1.79
H 2.91 3.38 -2.97
H 1.77 1.36 -2.05
C -0.87 -1.63 1.59
C -2.08 -1.03 1.01
C -2.29 0.36 1.27
C -3.32 1.03 0.59
C -4.13 0.35 -0.30
C -3.96 -1.02 -0.52
C -2.94 -1.70 0.11
H -0.78 -2.71 1.37
H -0.77 -1.47 2.68
H -1.85 0.84 2.15
H -3.52 2.07 0.81
H -4.93 0.87 -0.80
H -4.64 -1.54 -1.17
H -2.81 -2.76 -0.04

# 5
88
Properties=species:S:1:pos:R:3 method="wB97M-V/def2-TZVPD" charge=0 homo_lumo_gap_ev=7.77 energy_ev=-76347.3615 molar_mass_g_mol=836.42
C 4.20 -3.06 2.59
C 3.24 -2.40 1.43
O 2.66 -1.14 1.85
B 1.29 -1.27 2.26
O 0.93 -0.65 3.52
O 0.23 -1.92 1.52
C -0.04 -3.23 2.00
O -0.77 -3.95 1.27
O 0.54 -3.71 3.21
I 0.55 -5.74 3.25
H 4.77 -2.20 3.07
H 4.94 -3.73 2.05
H 3.61 -3.66 3.36
H 2.50 -3.17 1.02
H 3.96 -2.16 0.56
H 1.77 -0.30 3.89
F 3.83 2.57 -1.33
C 2.60 2.69 -0.81
C 2.06 3.95 -0.60
C 0.78 4.07 -0.07
C 0.06 2.93 0.26
C 0.61 1.66 0.05
C 1.88 1.54 -0.49
H 2.64 4.83 -0.86
H 0.35 5.05 0.08
H -0.94 3.02 0.68
H 0.04 0.78 0.32
H 2.32 0.57 -0.66
F 4.50 -4.71 0.24
C 5.25 -5.18 -0.77
C 5.11 -4.65 -2.04
C 5.89 -5.14 -3.08
C 6.80 -6.16 -2.83
C 6.94 -6.70 -1.56
C 6.16 -6.20 -0.51
H 4.39 -3.86 -2.21
H 5.80 -4.72 -4.07
H 7.41 -6.55 -3.65
H 7.64 -7.50 -1.37
H 6.25 -6.60 0.49
F -1.95 4.69 -1.68
C -3.19 4.81 -1.16
C -3.72 6.07 -0.96
C -5.00 6.19 -0.43
C -5.73 5.05 -0.09
C -5.18 3.79 -0.30
C -3.90 3.67 -0.84
H -3.14 6.95 -1.22
H -5.44 7.17 -0.27
H -6.72 5.14 0.32
H -5.74 2.90 -0.03
H -3.46 2.69 -1.01
F -3.91 1.03 -2.30
C -3.15 0.56 -3.30
C -3.29 1.09 -4.57
C -2.50 0.61 -5.61
C -1.59 -0.41 -5.36
C -1.46 -0.95 -4.09
C -2.24 -0.45 -3.05
H -4.02 1.88 -4.74
H -2.60 1.02 -6.61
H -0.97 -0.79 -6.18
H -0.74 -1.74 -3.90
H -2.14 -0.85 -2.04
F -6.83 8.62 -2.80
C -5.67 9.08 -3.29
C -4.83 9.83 -2.48
C -3.63 10.30 -2.99
C -3.29 10.04 -4.32
C -4.15 9.30 -5.13
C -5.34 8.81 -4.61
H -5.12 10.02 -1.45
H -2.96 10.88 -2.36
H -2.36 10.42 -4.72
H -3.88 9.10 -6.16
H -6.02 8.23 -5.23
F 0.04 -7.63 5.32
C 0.56 -7.90 6.53
C 0.18 -7.15 7.62
C 0.72 -7.44 8.87
C 1.64 -8.47 9.01
C 2.03 -9.22 7.90
C 1.48 -8.93 6.65
H -0.54 -6.35 7.50
H 0.42 -6.86 9.74
H 2.07 -8.69 9.98
H 2.75 -10.02 8.00
H 1.76 -9.51 5.77